DFT (ωB97M-V/def2-TZVPD) results for a single C23H22Cl2N2O molecule in a non-equilibrium geometry.

Geometry (Å):
Cl 3.004 -2.172 0.691
Cl 1.831 3.046 -0.954
N -5.281 -3.127 -0.503
O -3.327 -3.337 0.612
C -4.545 -3.873 0.313
C -4.481 -2.001 -0.700
C -3.289 -2.173 -0.073
C 3.894 0.740 3.284
C 3.047 0.539 -3.781
C 2.998 1.750 2.943
C 2.618 -0.720 -3.378
C 3.829 -0.448 2.574
C 2.807 1.686 -3.033
C 2.115 1.555 1.875
C 1.951 -0.810 -2.142
C 2.940 -0.629 1.516
C 2.127 1.554 -1.810
C 2.066 0.363 1.145
C 1.721 0.319 -1.337
N -0.218 0.827 0.207
C 1.057 0.077 0.006
C -1.948 1.745 1.322
C -1.915 -0.719 1.332
C -2.147 1.991 -0.157
C -1.911 -0.328 -1.254
C -1.033 0.540 1.390
C -2.023 -1.342 -0.084
C -1.225 1.019 -0.863
H -4.883 -4.860 0.594
H -4.797 -1.124 -1.274
H 4.598 0.887 4.123
H 3.546 0.623 -4.729
H 2.945 2.665 3.507
H 2.822 -1.601 -3.989
H 4.455 -1.236 2.950
H 3.152 2.643 -3.413
H 1.389 2.338 1.672
H 1.588 -1.779 -1.833
H 0.812 -0.982 0.031
H -1.457 2.611 1.789
H -2.872 1.599 1.874
H -1.443 -1.400 2.034
H -2.939 -0.485 1.676
H -3.205 1.825 -0.483
H -1.788 3.001 -0.364
H -2.861 -0.100 -1.678
H -1.296 -0.795 -2.044
H -0.428 0.605 2.302
H -1.152 -2.019 -0.146
H -0.845 1.513 -1.740

Atoms 1-2, force components in eV/Å:
-0.027 0.081 0.192
-0.044 -0.145 -0.042

Results
total energy	-54280.00199	eV
LUMO	0.63	eV
SMILES	Clc1ccccc1C(c1ccccc1Cl)N1[C@@H]2CC[C@H]1C[C@@H](c1cnco1)C2